This record from OMol25 describes a molecular structure, C47H96BGeN10Si4Ti in a non-equilibrium geometry. The level of theory is ωB97M-V/def2-TZVPD.

Geometry as XYZ:
```
160
Properties=species:S:1:pos:R:3:forces:R:3
C 3.1002 2.8462 4.6805 0.01 -0.24 -0.41
H 0.1270 -1.4480 -6.1129 0.01 -0.01 -0.05
H 3.1024 2.8740 5.7705 -0.01 -0.15 0.08
H 1.9494 -2.8457 -5.4331 0.07 0.03 -0.02
H -0.6905 -2.9115 -5.5497 0.00 -0.02 -0.03
H -2.1226 -5.5276 -1.9907 0.10 0.13 -0.02
H -0.7945 2.6571 -6.5627 0.02 0.03 -0.03
H -4.1593 -4.1695 -0.2001 -0.06 0.02 -0.08
H -2.9641 2.9544 -3.4220 0.01 0.03 -0.04
N -0.5180 -1.6409 -1.7254 -0.11 -0.67 0.02
C -5.5081 -1.6452 1.2627 0.10 0.10 -0.07
C -2.3711 4.2418 -0.2549 -0.21 -0.01 0.01
N -2.1413 0.7366 -0.7097 -0.32 0.08 -0.20
H -0.3473 -3.7277 3.9419 0.03 0.00 0.01
H -6.5434 -1.9350 1.4393 -0.03 -0.01 -0.03
H 3.7636 -0.9007 -2.2571 -0.11 -0.04 -0.03
H 3.6490 3.6865 -1.3489 -0.03 0.02 0.03
H 4.2319 -3.4318 -0.2555 0.03 0.09 -0.10
H -5.8425 -1.2730 -2.1746 -0.03 -0.01 -0.05
C 2.0980 0.0321 5.1056 0.21 -0.06 -0.49
H 1.0749 0.0958 4.7289 0.33 -0.18 -0.04
H 0.3889 2.7917 -1.7719 -0.05 -0.02 0.06
H -0.5398 -5.7553 -0.2368 0.06 0.04 0.05
H -6.2262 -0.2085 -0.0995 0.08 0.05 -0.04
H -6.3589 -2.5784 -1.0982 -0.05 -0.04 -0.04
H 3.0479 4.6876 2.6921 0.05 0.04 0.08
H 6.2655 1.6867 1.4542 0.03 -0.04 -0.02
N 1.3164 1.0028 -2.8187 -0.15 -0.11 0.02
C 5.9875 2.6868 1.7889 -0.46 0.09 -0.06
H 3.3764 3.0917 -4.9416 -0.05 -0.03 -0.06
H -2.8765 -0.8881 -2.9574 -0.04 0.01 -0.01
H -4.4678 -3.8683 2.8196 -0.05 -0.05 -0.06
C -2.0168 1.3749 3.9840 0.18 0.32 -0.20
C -2.1646 -2.0847 2.8189 -0.09 0.17 0.64
H -2.0749 -6.3933 0.3511 0.00 -0.04 0.08
C 1.8092 -2.1613 2.5632 0.13 0.38 -0.35
H -1.2595 -5.2343 3.8941 0.03 -0.07 -0.02
H 5.3162 -0.5095 1.6188 0.12 0.03 0.04
H 4.4571 5.4716 2.0207 0.15 -0.03 -0.05
N -1.5800 -0.1136 1.9350 0.17 0.64 0.20
C 1.6741 -2.9577 -4.3860 -0.10 0.07 0.20
C -5.5729 -1.8499 -1.2900 -0.02 0.13 0.07
H 1.9622 3.2665 -0.0987 -0.13 0.00 -0.25
H 4.5749 2.9885 -3.6818 0.09 -0.03 0.06
Si 4.3301 3.2052 1.0386 0.21 -0.16 -0.21
H 3.5987 -4.0977 1.2322 -0.06 0.32 0.29
C -1.6021 -3.5767 -1.5575 0.34 0.04 -0.43
H 0.1466 1.1525 1.8353 0.24 0.08 -0.06
H 2.5638 -2.7867 -3.7873 0.12 -0.09 0.18
H 5.8114 0.4700 3.8387 0.06 0.00 0.01
H -1.3598 3.3383 -2.7957 -0.01 -0.01 -0.02
N 0.9188 1.8103 2.0581 0.48 -0.63 -0.77
C -4.2986 1.2753 -0.5737 0.29 -0.12 0.13
H 1.0065 -0.9843 -3.8838 -0.02 -0.05 -0.04
H -2.7169 -3.4131 4.2922 0.01 0.14 -0.08
H 5.5327 -2.2520 1.6827 -0.02 -0.09 -0.11
H -5.1990 -0.9868 2.0753 0.03 -0.04 0.09
C -4.1772 -0.0692 -0.2806 -0.26 0.61 -0.12
C -0.9122 -3.5678 -2.7589 0.16 0.37 0.08
H -3.5093 -5.3286 2.9977 -0.01 -0.06 -0.04
C 4.0879 0.1356 -2.3657 -0.21 0.43 -0.19
C -0.2511 -2.3571 -2.8466 0.04 -0.49 -0.05
H 5.5136 1.3317 5.3359 -0.08 0.10 0.05
H 1.2495 3.8557 2.1266 -0.16 0.07 -0.10
H -1.0873 2.5258 5.5453 0.05 0.11 -0.01
H 3.2968 -0.8294 -5.1127 -0.02 -0.06 0.07
H -4.2829 -4.5486 -1.9208 -0.06 0.03 0.00
C -2.2172 -1.1292 3.8050 0.15 -0.04 -0.11
H 5.1113 -0.3702 5.2141 -0.05 -0.08 0.00
H -4.1446 -5.8408 -0.7360 -0.02 -0.05 -0.01
C 4.8641 -1.4405 1.9630 -0.41 0.12 -0.08
C -0.8022 2.0939 -5.6398 0.02 -0.13 0.23
H -4.8999 -2.5427 1.2916 0.00 0.02 0.02
H 0.6161 4.4299 -0.1511 0.21 -0.07 0.07
H 5.0534 4.6147 -0.8626 0.04 0.07 0.14
H -0.3687 0.9392 5.3328 -0.16 0.22 -0.01
C -1.8694 0.0858 3.2175 -0.02 -0.57 -0.07
H -5.2188 1.8305 -0.6022 -0.05 0.06 -0.01
H -0.8342 2.6878 -0.6834 0.09 0.12 -0.07
Si 3.1106 -1.7166 1.2615 0.78 -0.21 1.70
H -2.5934 4.5859 -2.8900 0.03 0.03 -0.02
C -3.1575 -0.0793 -3.6313 0.10 0.07 0.03
Ti -0.1539 0.3128 -1.4271 0.56 0.91 -0.21
C -2.9597 3.2365 -1.2716 0.45 0.11 -0.18
H -2.0158 3.4323 3.2436 -0.02 0.07 -0.04
C -1.9386 1.3751 -5.2715 0.04 -0.02 0.06
C -3.8100 -4.8341 -0.9822 0.07 0.02 -0.06
H 2.3797 -1.0193 5.1299 0.00 -0.06 -0.02
H 2.9862 3.6461 -3.3211 -0.03 0.03 0.01
C 0.8943 3.3954 0.0752 0.23 -0.47 0.51
H 2.1570 3.2895 4.3560 -0.05 0.07 0.00
C 3.3762 -3.4044 0.4154 -0.30 0.70 -1.01
N -0.8762 0.7218 -3.2602 0.02 0.29 -0.95
H -1.5203 -4.8051 0.8867 0.00 -0.05 -0.12
H -3.6736 -0.4965 -4.4945 0.03 0.01 -0.03
C 3.0591 0.2291 -5.1994 -0.27 0.10 0.40
C 0.6177 3.1691 1.5634 -0.19 0.19 -0.44
H -0.4280 3.4214 1.7516 0.07 -0.12 0.21
H -3.1767 -2.5148 0.2884 -0.10 -0.10 -0.06
H 3.0044 5.3338 1.0525 -0.03 -0.04 -0.10
H -0.9081 -4.3546 -3.4912 0.03 -0.08 0.01
C -2.5856 2.5112 3.1198 -0.02 -0.07 0.11
H 2.1480 0.3215 -5.7906 -0.03 -0.02 -0.07
H -2.8103 1.3577 -5.9080 -0.04 -0.08 -0.02
N -2.8739 -0.3867 -0.3704 -0.23 -0.22 0.14
C 0.2903 1.2937 -3.6643 -0.07 -0.03 -0.32
C 3.5113 2.8734 -3.8820 -0.27 -0.30 0.18
H 1.1365 -2.9167 2.1677 -0.10 -0.07 -0.12
C -0.3856 -1.9041 -5.2666 0.01 0.13 0.20
H 5.2262 2.9190 -1.2906 0.05 -0.11 -0.05
Si 3.3628 1.0467 4.1087 0.04 0.08 0.61
H -0.0016 2.2573 4.1983 -0.25 0.13 0.32
H -3.6138 2.7258 3.4038 -0.04 0.08 -0.04
C -1.9543 0.7016 -4.0663 -0.40 0.09 -0.05
H -2.5983 2.2095 2.0743 0.05 0.08 -0.12
H -2.3079 3.8231 0.7438 0.02 -0.02 0.13
N -1.3667 -2.3929 -0.9313 -0.18 -0.40 0.31
C -3.5057 -4.3201 2.5849 0.03 0.14 0.15
H -3.8602 0.5750 -3.1129 -0.03 -0.04 0.08
C -2.4255 3.5304 -2.6748 -0.20 0.03 0.04
C -3.0263 1.7606 -0.8525 -0.56 -0.23 0.17
Si 2.9311 1.0975 -3.5125 0.92 -0.29 -0.19
H 1.2081 -1.3229 2.9012 -0.12 0.05 0.09
C -2.3894 -3.5199 3.2548 0.06 -0.38 -0.29
H 0.9268 1.8363 3.0762 0.12 -0.08 -0.31
H 4.1978 0.5675 -1.3732 -0.04 0.08 0.14
H -4.6508 -2.3824 -1.5095 0.00 -0.05 0.02
C -0.7846 1.7935 4.7977 -0.44 -0.12 0.28
C 4.5795 3.6348 -0.7888 -0.12 -0.46 0.37
H 1.2095 2.6039 -5.1152 0.07 -0.02 -0.02
C -5.3987 -0.9213 -0.0807 0.02 -0.42 0.06
H -2.5018 -1.2709 4.8324 -0.04 -0.14 0.08
H 6.7788 3.3675 1.4745 -0.02 0.10 -0.06
N -1.7878 -1.4482 1.6563 0.19 -0.18 -0.06
C -1.5580 -5.4856 0.0450 -0.03 0.05 -0.19
H 2.0840 0.3852 6.1373 0.09 0.14 0.04
Ge 2.9494 1.0273 1.6168 -0.19 0.21 0.35
C -2.2882 -4.8565 -1.1444 -0.30 -0.07 0.38
C 5.1131 0.5711 4.6663 -0.21 0.04 -0.30
H -4.0184 3.4892 -1.3305 0.03 -0.12 0.06
C 3.6242 4.8096 1.7797 -0.08 -0.49 0.10
H -0.6264 -4.5441 2.4054 0.10 0.04 0.00
C -1.0725 -4.3009 3.3641 -0.03 0.12 0.12
H 4.8228 -1.4123 3.0500 0.02 0.03 0.06
C 0.3186 2.0620 -4.8402 -0.07 0.17 -0.08
H 1.3421 -3.9846 -4.2438 0.02 -0.05 0.01
C 0.5571 -1.9574 -4.0517 -0.06 -0.03 -0.19
H 2.3147 -2.5928 3.4278 0.08 -0.05 0.04
H -1.3982 4.6311 -0.5568 0.00 -0.05 -0.01
H -2.7692 1.1298 4.7366 0.04 -0.02 -0.02
H -3.4007 -4.3926 1.5101 -0.03 -0.01 0.09
H 3.8596 0.6929 -5.7755 0.08 0.06 0.01
H -1.2801 -1.3280 -5.0524 -0.06 -0.05 -0.12
B -2.2911 -1.7486 0.1857 0.13 0.28 0.17
H 5.0754 0.1168 -2.8274 0.10 -0.02 -0.03
H -3.0302 5.1061 -0.1901 0.02 0.04 -0.02
H 3.9092 3.4938 4.3466 0.04 0.05 -0.05
N 0.1511 2.4823 -0.8314 -0.12 0.33 0.66
H 5.9642 2.6857 2.8771 0.00 -0.02 0.08
H 2.5138 -3.7992 -0.1086 -0.21 -0.08 -0.15
```
Forces are in eV/Å.

## Properties
**Charge**: +2
**Kohn-Sham gap (spin up / spin down)**: 7.369 / 7.404 eV
**2S+1**: 2


This record from OMol25 describes 14 unconnected molecules or ions with the total composition C47H97Cl6NO31 in a non-equilibrium geometry. The level of theory is ωB97M-V/def2-TZVPD.

Geometry as XYZ:
```
182
Properties=species:S:1:pos:R:3:forces:R:3
O -33.6658 -11.1207 4.0309 -0.16 0.31 -0.08
Cl -21.0748 0.3248 4.7069 0.20 0.25 -0.30
H -23.5589 -12.2249 7.9512 -0.13 0.05 0.58
H -26.2857 -1.6864 4.4839 0.03 -0.44 -0.24
H -27.1324 -5.9128 1.9618 -0.12 0.04 -0.20
O -18.2633 -4.0453 -1.6805 -1.48 -0.02 -0.60
C -16.5800 -1.6726 0.0563 0.90 0.37 2.14
H -39.3796 -6.1289 0.8226 -0.17 -0.19 -0.49
H -28.4403 -13.8510 2.2209 0.30 0.08 -0.04
H -21.5355 3.0812 -4.3464 -0.77 0.04 0.64
Cl -26.5799 -14.4302 0.8820 -0.28 0.14 -0.36
H -34.7042 -4.2673 1.6458 -0.24 -0.40 0.01
C -30.9918 -9.2483 5.2975 1.25 -0.66 1.37
H -35.3782 -12.2103 3.6117 -0.07 1.07 0.74
H -19.4755 -1.0537 3.6218 0.20 0.83 0.33
H -35.9058 3.6837 -1.1875 0.52 -0.05 -0.29
O -18.9989 -1.9538 -1.1084 1.98 -1.75 0.45
C -38.8815 -7.0318 1.1757 0.19 1.23 0.57
H -19.8016 -6.0138 -3.7114 0.04 -0.08 -0.27
C -20.3588 -0.4900 3.3219 0.49 -1.70 0.32
C -32.5236 -11.0095 4.6866 3.73 -1.85 1.30
O -26.6043 -4.7090 6.7910 -3.60 2.71 4.28
H -33.8565 -6.7631 1.3663 -0.68 0.13 0.50
H -28.0433 -5.7755 10.2950 -0.24 0.84 -0.11
H -20.0976 0.1568 2.4844 -0.69 -0.02 0.10
C -28.1082 -4.2841 -0.0985 1.48 0.36 2.30
H -26.4098 -11.3727 7.8858 -0.05 -0.71 1.25
C -24.8038 1.0750 -1.1188 1.42 -0.34 0.44
C -31.9017 -2.1466 -11.0920 0.23 -0.20 -1.01
C -29.5847 -1.4359 -8.5018 1.61 -0.50 0.65
H -29.4589 -2.4177 -2.5335 -0.03 -1.31 -0.12
C -21.1663 1.2329 -5.3236 -1.04 -0.69 1.19
H -34.1853 -3.9743 0.0051 -0.28 -0.36 -0.32
H -31.5478 3.6451 -5.0859 0.10 0.00 0.59
H -38.3463 -0.0806 -8.0272 0.41 0.17 1.04
O -38.6190 -1.7545 -6.7225 -0.02 0.34 1.61
C -35.8075 -3.5571 -5.3378 -0.76 0.67 1.38
H -27.2578 -6.3229 8.8638 -0.37 0.19 -0.56
O -28.4496 -3.8678 -1.3158 0.00 -1.33 -0.91
H -32.8232 -13.1710 2.7997 0.24 -0.79 -0.90
H -19.7901 -3.5044 -3.1427 0.38 0.78 0.76
H -33.1825 0.5756 2.2140 -0.03 0.70 0.68
O -22.6019 2.3944 -2.1292 0.48 0.17 -0.02
O -33.7240 0.8039 -2.8483 -0.32 1.73 -0.23
H -33.0482 -4.3875 1.2008 0.23 -0.46 0.07
H -28.1580 -3.2666 5.2724 0.43 0.08 -0.20
H -21.1836 -13.0637 0.7127 0.02 0.42 0.19
H -21.0560 0.6090 -4.4367 0.51 -0.43 -0.15
C -22.1432 2.3282 -4.8481 1.18 0.52 -2.64
C -27.1793 -13.7559 8.1523 -1.31 -1.30 0.74
H -18.6093 -4.9477 -4.4664 0.24 0.01 0.25
H -25.2056 -9.5489 6.5082 0.47 0.54 -0.54
C -19.4808 -7.9050 2.0737 -0.92 0.39 1.75
O -27.4401 -5.5250 -0.1215 -1.66 2.09 -0.88
O -30.2347 -1.2788 -9.6138 -0.85 0.63 -0.55
C -19.4204 -4.3222 -2.5241 -0.01 0.11 -0.78
H -36.9539 2.3360 -1.0648 -0.08 -0.22 0.01
H -22.3435 -11.3077 -1.3628 0.19 0.76 0.07
H -22.8506 -11.0465 6.9417 -0.23 0.50 -0.11
C -28.3922 -0.0596 -6.9973 1.57 -0.06 0.82
C -24.9435 -11.5284 6.4381 1.35 0.08 0.01
C -27.3480 -4.0277 7.6117 2.11 -0.13 -4.54
H -26.3302 -5.5047 9.9671 0.05 1.01 0.15
H -35.5168 -4.5223 -5.7525 -0.63 0.36 -0.97
H -35.9264 -3.7758 -4.2766 -0.24 -0.02 0.03
O -28.2633 -3.6050 0.9094 0.09 -1.27 -1.20
H -24.6409 1.9783 -0.5310 0.28 -0.01 -0.23
H -26.5587 -7.0725 0.6770 -0.20 -0.11 0.59
H -29.8884 -2.3763 -0.8163 -0.07 -0.59 0.08
C -39.1158 -0.7265 -7.6044 0.95 -2.41 -3.15
C -39.5419 -1.5135 -8.8799 -0.76 1.30 -0.35
C -23.3787 1.8999 -2.8875 -1.31 -0.74 0.38
O -34.7415 2.7078 -3.5619 0.43 0.64 -0.21
H -30.3723 -10.0563 5.6866 -0.02 -0.41 -0.60
H -34.9779 -2.8501 -5.3308 -0.34 0.25 -0.82
C -32.5198 3.6183 -4.5935 -0.65 -0.65 -1.09
H -18.2080 -5.9542 -3.0005 0.20 -0.14 -0.45
H -31.8855 -1.1385 -11.5061 0.04 0.16 0.36
H -39.4932 -7.9125 0.9799 0.47 0.04 -0.02
O -24.5239 1.2612 -2.5270 -0.70 0.24 -0.21
H -16.1898 -0.9011 -0.6075 -0.48 -0.31 -0.43
C -34.3245 -12.3621 3.8457 -1.53 -1.61 0.33
H -33.2307 3.5163 -5.4135 -0.15 0.01 0.01
H -29.9228 -2.9248 -10.8042 0.33 0.28 0.08
H -20.2918 -4.6947 -1.9855 0.41 0.09 0.65
H -28.8411 0.6314 -6.2839 -0.39 0.00 -0.36
O -35.5091 -6.4798 0.0751 -2.54 -0.60 1.82
C -26.6361 -6.0341 0.9990 -0.47 0.25 -1.10
H -26.2106 -0.8948 5.9581 -0.23 -0.08 0.53
H -39.9787 -0.1570 -7.2593 0.41 -0.41 0.88
H -36.3605 1.4095 -3.3237 0.44 -0.27 0.48
H -24.1355 0.2702 -0.8123 0.32 0.30 0.41
C -33.9048 -13.2069 2.6696 1.15 1.27 0.59
C -27.5729 -13.3168 1.8331 -0.23 0.41 -0.02
O -23.3313 1.8712 -4.2335 0.28 -0.34 1.18
Cl -28.2703 -11.8806 0.9276 0.76 -1.03 0.52
C -36.5282 -6.6562 1.0368 2.18 0.97 3.77
O -29.3148 -2.4799 -7.9715 -0.22 -0.12 0.45
O -29.1448 -0.2411 -8.1689 -0.27 1.08 0.59
H -33.5519 -6.4689 -0.2464 -0.08 0.47 -0.35
C -37.3856 -2.2598 -6.7630 3.71 0.82 -1.77
H -15.7857 -1.9042 0.7659 0.42 -0.35 -0.42
H -22.7735 -11.3564 0.3452 -0.06 0.21 -0.01
C -18.1643 -2.8654 -1.0674 -2.65 0.82 -1.68
H -38.7466 -6.8006 2.2323 0.23 -0.71 0.06
C -20.9782 -9.5370 1.1410 -0.68 1.32 -1.09
O -27.9356 -2.7888 7.2741 0.70 -1.83 -0.17
H -32.9027 -2.3801 -10.7293 0.23 0.29 0.67
C -23.7871 -11.2870 7.4449 -0.59 -1.63 -0.28
H -28.1079 -0.9596 -6.4520 -0.64 -0.38 -0.29
C -25.2793 -5.4185 0.9470 1.31 0.70 0.32
H -21.6108 0.6296 -6.1152 0.01 -0.01 0.04
O -31.7367 -11.8971 5.1115 -3.05 1.93 -1.38
H -24.6488 -5.7506 0.1222 -0.44 -0.05 -0.35
H -25.5722 -2.5417 5.8812 -0.38 -0.18 -0.09
H -36.6672 3.1083 -3.4034 0.00 0.00 -0.19
H -28.5286 -1.5815 5.6242 -0.13 -0.11 0.66
H -31.0135 -3.2243 -9.4934 0.32 0.35 0.49
C -26.2208 -12.0615 7.0626 0.53 1.39 -1.22
H -40.5518 -1.9169 -8.8047 0.08 -0.13 0.09
H -27.0188 -13.2617 9.1105 -0.33 0.04 0.15
C -27.8327 -2.3929 5.8372 1.72 -0.50 0.92
Cl -21.3502 -1.9360 2.8832 -0.22 0.62 -0.47
H -25.3091 -4.3292 0.9222 -0.23 0.05 -0.07
H -34.2458 -12.6827 1.7769 0.30 -0.50 -0.29
Cl -31.8701 1.3327 4.2439 -0.83 -0.76 -0.92
H -22.5280 2.7342 -5.7836 0.01 0.65 0.18
H -39.5523 -0.7365 -9.6443 -0.38 -0.06 -0.41
C -34.0511 -4.6408 0.8571 0.16 0.42 0.12
N -25.1424 -10.2439 5.7779 -1.31 -0.99 -0.44
C -20.9932 -12.4382 -0.1595 0.32 -0.54 -0.63
C -29.0952 -2.6144 -1.5250 0.14 1.65 0.82
H -31.1052 -8.6733 6.2165 -0.73 0.44 -0.27
O -37.1445 -2.9580 -5.6389 0.39 -0.68 -0.20
H -28.4043 -1.7784 -1.4159 0.53 -0.22 0.40
H -30.4056 -8.6651 4.5873 -0.47 -0.13 -0.29
O -27.6936 -4.2720 8.8621 -0.03 0.11 0.20
O -32.5754 2.3891 -3.8170 1.62 1.75 -0.53
H -24.1336 -10.5120 8.1285 0.41 -0.02 0.21
O -37.6152 -7.1038 0.4942 -0.76 -0.55 -1.73
C -33.6914 1.9279 -3.3415 -0.93 -3.01 0.56
H -21.0762 -13.1157 -1.0094 -0.43 -0.09 -0.12
C -34.2101 -6.1291 0.5532 0.80 0.21 0.01
O -20.1200 -8.4179 0.9625 -1.57 -2.81 -2.43
H -17.3053 -1.2781 0.7679 -0.61 0.18 -0.68
O -21.3109 -9.9543 -0.1566 0.90 0.38 1.59
C -32.1978 0.4831 2.6723 1.01 0.87 -0.48
H -28.1649 -13.5588 7.7304 -0.19 0.95 -0.07
H -25.7757 0.6848 -0.8166 -0.45 0.28 -1.34
H -38.8704 -2.2712 -9.2838 0.28 0.06 0.69
H -32.7752 4.5575 -4.1027 0.25 -0.39 0.62
O -32.2245 -9.7074 4.7940 -1.13 0.37 -0.59
H -19.9287 -12.2145 -0.2288 -0.03 0.57 0.43
O -16.9809 -2.9012 -0.5184 0.90 1.22 0.70
H -24.6581 -5.6461 1.8133 -0.33 -0.22 0.37
C -30.6892 -2.4515 -10.1903 -2.04 -1.66 -1.68
H -31.8353 -2.7680 -11.9850 0.18 -0.21 -0.07
H -27.3221 -14.8245 8.3129 0.95 -0.26 0.10
O -36.4892 -2.0799 -7.6265 -3.09 -0.23 1.95
H -20.3020 -7.4526 2.6296 0.28 -0.38 1.19
C -18.9569 -5.3531 -3.5162 -0.26 -0.93 0.38
H -20.1858 1.5785 -5.6510 -0.22 0.35 0.15
C -27.3290 -5.4650 9.5324 0.79 -1.94 -0.45
C -26.3817 -1.8910 5.5502 -0.85 0.25 -0.41
H -32.0461 -0.5894 2.7943 0.73 0.30 -0.03
O -26.1514 -13.4529 7.2857 0.44 1.02 -0.01
H -18.9506 -8.7315 2.5468 0.05 0.48 0.62
C -35.9898 2.3719 -2.9711 -0.81 1.10 0.41
H -34.3024 -13.0081 4.7234 0.36 0.49 0.40
H -24.6375 -12.2745 5.7048 0.12 0.06 -0.21
H -35.2349 1.9874 -0.9944 0.08 0.32 0.19
H -27.0533 -11.7834 6.4164 -0.16 -0.45 -0.54
H -34.3332 -14.1998 2.8067 0.18 0.07 -0.32
O -36.4324 -6.4597 2.2809 0.48 -0.20 -4.03
C -35.9816 2.6309 -1.4596 -0.48 -0.98 -0.33
H -26.8827 -12.9956 2.6131 -0.56 0.42 -0.07
H -27.4214 0.3388 -7.2923 -0.09 0.35 -0.14
H -24.4130 -10.1339 5.0881 0.01 0.74 0.34
C -21.9423 -11.2459 -0.3512 0.25 -0.55 1.03
O -21.4730 -9.9202 2.1802 1.34 0.33 -1.60
Cl -31.0520 1.2920 1.4507 -0.87 -1.13 0.73
H -18.8502 -7.0318 1.9067 0.30 -0.50 -1.00
```
Forces are in eV/Å.

## Properties
**Charge**: 0
**Kohn-Sham gap**: 9.236 eV


In order of appearance, molecular weight = 1044.988, 1384.987 g mol⁻¹.